Here is a molecular structure, C33H60FKLiN2NaO12 at a distorted geometry from the Open Molecules 2025 dataset. Energies are from the ωB97M-V functional and the def2-TZVPD basis.

Last column: Löwdin charge in e.
Geometry (Å):
C -3.80 2.80 -0.89  -0.101
C -2.80 2.30 0.15  -0.257
C -3.14 2.87 1.51  -0.199
C -2.26 2.36 2.67  -0.274
C -1.92 3.43 3.72  -0.198
C -0.49 3.96 3.57  -0.131
C -0.25 4.65 2.22  -0.300
N 0.60 3.86 1.29  0.114
C 1.22 4.82 0.41  -0.437
O 2.02 4.50 -0.43  0.088
C 0.67 6.18 0.74  -0.047
C 0.32 6.08 2.22  -0.214
C -0.74 7.08 2.71  -0.180
O -1.03 8.02 1.71  -0.179
C -2.38 8.42 1.57  -0.072
H -3.65 3.89 -0.92  0.042
H -3.56 2.40 -1.88  0.072
H -4.82 2.54 -0.64  0.075
H -1.82 2.66 -0.18  0.100
H -2.74 1.21 0.18  0.098
H -4.18 2.58 1.71  0.112
H -3.15 3.96 1.48  0.110
H -2.80 1.60 3.17  -0.143
H -1.32 1.93 2.32  0.114
H -1.96 2.99 4.73  0.097
H -2.64 4.26 3.71  0.115
H -0.23 4.61 4.41  0.118
H 0.17 3.10 3.62  0.121
H -1.23 4.77 1.74  0.132
H -0.02 3.34 0.67  0.101
H 1.30 7.01 0.43  0.135
H -0.24 6.27 0.14  0.140
H 1.24 6.12 2.80  0.152
H -1.65 6.53 2.98  0.109
H -0.36 7.59 3.60  0.127
H -3.05 7.80 2.17  0.083
H -2.51 9.46 1.85  0.088
H -2.67 8.31 0.53  0.073
C -3.81 6.20 -4.99  0.018
C -3.67 5.62 -3.80  0.006
C -3.19 6.37 -2.61  -0.401
O -3.09 5.79 -1.53  -0.003
C -2.87 7.78 -2.78  -0.015
C -3.00 8.39 -3.97  0.014
C -3.47 7.64 -5.17  -0.392
O -3.60 8.22 -6.22  0.084
H -4.16 5.68 -5.87  0.114
H -3.91 4.58 -3.64  0.103
H -2.53 8.30 -1.90  0.098
H -2.79 9.44 -4.15  0.103
C 1.51 -0.02 -0.55  -0.085
O 0.96 -0.90 0.42  -0.175
C -0.45 -0.93 0.40  -0.190
C -1.05 -2.10 1.10  -0.159
O -0.99 -3.40 0.51  -0.224
C 0.29 -4.03 0.68  -0.187
C 0.48 -4.36 2.16  -0.171
O 0.84 -3.09 2.67  -0.235
C 0.34 -2.67 3.94  -0.081
H 1.22 1.02 -0.36  0.085
H 2.59 -0.09 -0.48  0.086
H 1.20 -0.31 -1.56  0.090
H -0.79 -0.85 -0.64  0.138
H -0.83 -0.18 1.07  0.109
H -2.11 -1.86 1.20  0.137
H -0.65 -2.20 2.09  0.071
H 1.12 -3.45 0.29  0.119
H 0.24 -4.95 0.07  0.096
H 1.22 -5.13 2.38  0.120
H -0.49 -4.71 2.54  0.137
H -0.75 -2.61 3.93  0.062
H 0.70 -1.65 4.09  0.093
H 0.67 -3.30 4.77  0.091
Li -1.63 -5.17 0.13  0.833
C 6.21 -3.89 0.14  -0.163
C 5.26 -2.86 0.77  -0.156
C 3.97 -3.66 0.86  -0.196
O 4.35 -5.03 1.05  -0.163
C 5.75 -5.18 0.80  -0.203
H 7.26 -3.68 0.32  0.113
H 6.05 -3.93 -0.94  0.115
H 5.61 -2.59 1.77  0.118
H 5.15 -1.95 0.19  0.112
H 3.39 -3.59 -0.07  0.115
H 3.33 -3.35 1.69  0.114
H 6.26 -5.34 1.76  0.118
H 5.91 -6.06 0.18  0.116
F -1.62 -0.64 3.90  -0.677
C 2.40 -7.74 1.10  -0.005
C 1.06 -8.01 0.35  -0.765
O 0.03 -7.58 0.90  -0.037
O 1.18 -8.65 -0.73  -0.089
H 2.24 -7.22 2.03  0.077
H 2.92 -8.68 1.34  0.041
H 3.07 -7.15 0.48  0.084
C 3.44 -9.23 -4.88  -0.355
O 3.99 -9.84 -3.98  0.002
N 2.12 -8.95 -4.91  -0.198
C 1.51 -8.22 -5.99  -0.061
C 1.31 -9.42 -3.79  -0.040
H 3.99 -8.84 -5.75  0.133
H 1.04 -7.31 -5.63  0.088
H 0.74 -8.83 -6.48  0.089
H 2.26 -7.96 -6.73  0.083
H 1.68 -8.99 -2.86  0.058
H 1.39 -10.51 -3.72  0.093
H 0.28 -9.13 -3.95  0.089
K -3.60 0.79 4.29  0.989
Na 2.02 -10.15 0.63  0.751
O -4.83 10.42 -4.74  -0.480
H -4.81 9.66 -5.32  -0.184

## Properties
HOMO = -4.30 eV
Spin multiplicity = 1
Frontier orbital gap = 2.319 eV
LUMO energy = -0.073 hartree
Energy above the lowest of the compared OMol25 structures with the same formula, charge and spin = 0.0 kJ/mol